{"formula": "C6H10O", "method": "the ωB97M-V functional and the def2-TZVPD basis", "energy_ev": -8429.8295, "relative_energy_kcal_mol": 32.5, "smiles": "C#C[C@](C)(O)CC", "multiplicity": 1, "orbital_gap_ha": 0.4073, "total_charge": 0, "homo_ev": -10.134, "lumo_energy_ev": 0.951, "symbols": ["H", "H", "H", "H", "C", "H", "H", "C", "C", "C", "H", "C", "H", "O", "C", "H", "H"], "xyz": [[-0.6781, 1.9312, 2.2596], [-1.6572, 0.6180, 1.5794], [0.7582, 0.5601, -2.1830], [1.2894, -1.1197, -2.0159], [0.3518, -0.3120, -0.2286], [-2.9644, -1.7150, -1.2984], [1.1774, 1.4232, 0.6852], [-0.9647, -0.8782, -0.6135], [0.1709, 1.0382, 0.4786], [-2.0223, -1.3234, -0.9835], [-0.1683, 0.2433, 2.4646], [1.2048, -0.1605, -1.4915], [-0.3085, 1.7325, -0.2218], [1.0152, -1.1518, 0.7078], [-0.6319, 0.9516, 1.7725], [1.2540, -1.9708, 0.2544], [2.2068, 0.1796, -1.2104]], "mulliken_charge": [0.371, 0.291, 0.350, 0.422, 1.457, 0.472, 0.353, -1.170, -0.665, 0.124, 0.295, -1.661, 0.327, -0.560, -1.157, 0.371, 0.379]}

{"formula": "C12H3BrCl6", "method": "the ωB97M-V functional and the def2-TZVPD basis", "energy_ev": -157669.8004, "relative_energy_kcal_mol": 2.3, "smiles": "Clc1c(Br)cccc1-c1c(Cl)c(Cl)c(Cl)c(Cl)c1Cl", "multiplicity": 1, "orbital_gap_ha": 0.3529, "total_charge": 0, "homo_ev": -9.508, "lumo_energy_ev": 0.094, "symbols": ["C", "Cl", "Cl", "H", "Cl", "C", "Cl", "C", "C", "H", "H", "C", "C", "Cl", "C", "C", "C", "C", "Cl", "C", "C", "Br"], "xyz": [[0.0067, 1.6594, -0.7307], [-0.8989, -1.4307, -2.2566], [-3.7492, 2.0635, 1.9775], [2.8898, -2.1002, 1.8433], [-0.2409, 4.2657, -1.6396], [1.3333, -0.8841, 1.0610], [-2.1304, -0.7451, 1.7899], [-1.8516, 3.0075, 0.1858], [-0.7072, 2.8915, -0.6330], [1.4217, -0.0911, 1.7732], [2.7471, -3.7695, -0.1027], [0.2670, -1.6461, -0.9810], [-0.4236, 0.5445, 0.0385], [-2.7828, 4.4687, 0.0646], [-2.3089, 1.9008, 0.9756], [-1.5878, 0.6785, 0.8676], [1.0878, -2.7755, -1.0110], [2.1889, -1.9933, 1.0436], [1.3890, 1.5441, -1.7699], [2.0611, -2.9319, -0.0113], [0.4179, -0.6656, 0.0231], [0.8709, -3.9913, -2.5081]], "mulliken_charge": [0.453, -0.187, -0.159, 0.413, -0.171, -0.271, -0.159, 0.342, 0.050, 0.486, 0.402, 0.872, -0.226, -0.163, -0.025, 0.455, -0.202, -0.855, -0.148, -0.122, -0.637, -0.149]}

{"formula": "C2H9NS", "method": "the ωB97M-V functional and the def2-TZVPD basis", "energy_ev": -14544.4967, "relative_energy_kcal_mol": 18.4, "smiles": "CN.CS", "multiplicity": 1, "orbital_gap_ha": 0.3626, "total_charge": 0, "homo_ev": -8.995, "lumo_energy_ev": 0.871, "symbols": ["N", "C", "S", "H", "C", "H", "H", "H", "H", "H", "H", "H", "H"], "xyz": [[1.5506, 2.7330, -2.2288], [0.8157, 1.4338, -2.1993], [-1.0339, -1.4342, 2.1786], [0.9052, 0.9932, -1.1992], [-0.5318, -1.4824, 0.4154], [-1.4633, -1.6969, -0.1130], [-0.2106, 1.7037, -2.3858], [2.3739, 2.7168, -1.6323], [-0.5485, -0.2147, 2.5185], [0.0260, -2.4225, 0.3249], [1.1443, 0.7629, -3.0266], [1.9846, 2.9387, -3.1215], [-0.0144, -0.5938, 0.0598]], "mulliken_charge": [-0.592, -0.503, -0.212, 0.113, -0.129, 0.247, 0.237, 0.217, 0.111, 0.257, 0.241, 0.219, -0.206]}

{"formula": "C3H4N2O2", "method": "the ωB97M-V functional and the def2-TZVPD basis", "energy_ev": -10248.1339, "relative_energy_kcal_mol": 95.3, "smiles": "Cc1onnc1O", "multiplicity": 1, "orbital_gap_ha": 0.3659, "total_charge": 0, "homo_ev": -9.425, "lumo_energy_ev": 0.532, "symbols": ["H", "C", "H", "C", "O", "H", "O", "N", "H", "C", "N"], "xyz": [[0.8867, -2.2023, -0.2157], [0.3707, -0.0557, -0.1728], [0.9021, -1.2629, -1.8455], [-0.5813, 0.6480, 0.4746], [-1.9013, 0.5174, 0.6944], [-2.1396, 1.0899, 1.6098], [1.4320, 0.7195, -0.2565], [1.3004, 1.8397, 0.4886], [-0.7086, -1.6358, -0.9204], [0.3879, -1.4267, -0.8418], [0.0510, 1.7688, 0.9854]], "mulliken_charge": [0.260, 0.270, 0.291, 0.601, -0.574, 0.414, -0.094, -0.202, 0.263, -0.882, -0.347]}

{"formula": "C27H26F6N2O5PRuS2", "method": "the ωB97M-V functional and the def2-TZVPD basis", "energy_ev": -91476.6295, "relative_energy_kcal_mol": 0.0, "multiplicity": 5, "orbital_gap_ha": [0.2858, 0.2799], "s_squared": 6.0101, "total_charge": 1, "homo_ev": [-10.818, -11.728], "lumo_energy_ev": [-3.041, -4.113], "symbols": ["H", "H", "C", "H", "H", "C", "C", "C", "F", "F", "N", "C", "H", "C", "P", "C", "C", "F", "H", "O", "O", "C", "N", "C", "H", "H", "H", "C", "H", "H", "C", "H", "C", "S", "C", "H", "S", "H", "F", "C", "C", "H", "C", "C", "H", "C", "H", "C", "H", "C", "H", "H", "H", "C", "C", "H", "O", "C", "H", "F", "F", "H", "C", "Ru", "O", "H", "C", "C", "O", "H"], "xyz": [[-0.5512, 0.9427, 5.0572], [2.5508, -4.2806, 1.5997], [-5.0834, -0.8888, -1.1406], [0.9297, -5.4051, 0.3140], [-4.3156, -2.8220, -0.7202], [3.2157, 1.3054, -2.9505], [-2.5753, 0.0662, -0.3396], [0.9641, -4.3318, 0.1030], [2.7306, 2.2859, -2.2050], [3.9443, 2.2132, 3.3504], [-0.6426, -2.3891, 0.3720], [-0.0283, 4.4748, -1.4059], [-1.4671, -5.2587, -0.1629], [-1.8792, 2.4852, 4.3798], [-1.0078, 0.8546, 0.1870], [-4.0990, -1.7659, -0.7256], [-0.7425, 3.0667, -3.2191], [4.5392, 1.2636, -2.8392], [3.4751, -1.5457, -0.6940], [3.0056, -1.3510, -3.2552], [2.0551, 2.1044, 0.8777], [-1.5259, -4.5492, 0.6620], [3.7192, 0.4604, -0.0585], [-0.2954, 3.4568, -0.5024], [-0.1092, 3.6098, 0.5520], [0.3568, 5.4201, -1.0469], [-2.0855, 2.8553, 5.3754], [-1.0135, 2.0472, -2.3225], [-6.0444, -1.2742, -1.4523], [-0.0799, -4.5019, -1.8136], [-3.5860, 0.9313, -0.7498], [-5.5913, 1.1736, -1.4649], [-2.4722, 3.0954, 3.2805], [2.9443, 1.0595, 1.2675], [-1.0201, 1.4123, 4.2026], [-0.9116, 2.9102, -4.2762], [2.5089, -0.3223, -2.3934], [3.0876, -3.8815, -0.0356], [4.8535, 2.8313, 1.4839], [-0.2429, -3.7382, 0.8440], [-0.7982, 2.2401, -0.9579], [-3.3845, 1.9937, -0.7768], [-1.9141, -2.3927, 0.1320], [2.2702, -3.7722, 0.6770], [-2.6644, 3.1191, 1.1508], [-1.3502, 1.5471, 1.8195], [0.9798, -3.0960, -1.6967], [-2.8371, -1.3178, -0.3158], [-0.0387, 5.0781, -3.4629], [4.3734, 1.8119, 2.1706], [4.6972, 0.2515, 0.1108], [0.0065, -3.6468, 1.9047], [-3.1349, 3.9390, 3.4197], [-4.8310, 0.4723, -1.1486], [-0.7520, 0.9445, 2.9236], [2.1546, -2.7107, 0.9246], [2.4285, -0.0095, 2.0867], [-2.2117, 2.6280, 2.0039], [-1.8498, -5.0629, 1.5625], [2.8785, 1.4928, -4.2135], [5.3230, 0.8894, 2.3222], [1.6665, -4.6983, -1.9067], [0.8699, -4.1452, -1.4105], [0.8113, -0.8310, -0.0572], [-2.5208, -3.5611, 0.3287], [-0.0611, 0.1226, 2.7830], [-0.2504, 4.2822, -2.7611], [2.9518, -0.5918, -0.6985], [1.0598, -0.0925, -2.3617], [-1.3828, 1.0969, -2.6871]], "mulliken_charge": [0.460, 0.403, -0.812, 0.448, 0.512, 0.514, 0.807, 0.243, -0.118, -0.168, 0.301, -0.760, 0.348, -0.579, 1.317, -1.078, -0.780, -0.236, 0.576, -0.675, -0.380, -0.605, -0.043, -0.580, 0.421, 0.468, 0.416, -0.538, 0.422, 0.357, -0.351, 0.480, -0.824, 0.794, -0.779, 0.451, 1.267, 0.427, -0.173, -0.371, 0.643, 0.323, 0.516, -1.227, 0.329, 0.640, 0.154, 0.134, 0.423, 0.386, 0.359, 0.589, 0.445, -0.855, -0.478, 0.116, -0.594, 0.065, 0.327, -0.202, -0.194, 0.468, -1.396, 0.860, -0.461, 0.179, -0.610, -1.236, -0.708, 0.419]}

> Number 5 is which compound?

C27H26F6N2O5PRuS2

Please write out number 1 again, unchanged.
{"formula": "C6H10O", "method": "the ωB97M-V functional and the def2-TZVPD basis", "energy_ev": -8429.8295, "relative_energy_kcal_mol": 32.5, "smiles": "C#C[C@](C)(O)CC", "multiplicity": 1, "orbital_gap_ha": 0.4073, "total_charge": 0, "homo_ev": -10.134, "lumo_energy_ev": 0.951, "symbols": ["H", "H", "H", "H", "C", "H", "H", "C", "C", "C", "H", "C", "H", "O", "C", "H", "H"], "xyz": [[-0.6781, 1.9312, 2.2596], [-1.6572, 0.6180, 1.5794], [0.7582, 0.5601, -2.1830], [1.2894, -1.1197, -2.0159], [0.3518, -0.3120, -0.2286], [-2.9644, -1.7150, -1.2984], [1.1774, 1.4232, 0.6852], [-0.9647, -0.8782, -0.6135], [0.1709, 1.0382, 0.4786], [-2.0223, -1.3234, -0.9835], [-0.1683, 0.2433, 2.4646], [1.2048, -0.1605, -1.4915], [-0.3085, 1.7325, -0.2218], [1.0152, -1.1518, 0.7078], [-0.6319, 0.9516, 1.7725], [1.2540, -1.9708, 0.2544], [2.2068, 0.1796, -1.2104]], "mulliken_charge": [0.371, 0.291, 0.350, 0.422, 1.457, 0.472, 0.353, -1.170, -0.665, 0.124, 0.295, -1.661, 0.327, -0.560, -1.157, 0.371, 0.379]}

> Number 2 is which compound?

C12H3BrCl6